A | Density functional theory data (ωB97M-V/def2-TZVPD) for 2 unconnected molecules or ions with the total composition C5H14.

Output
Orbital gap in eV: 12.3
SMILES string: CCC.CC
LUMO energy in eV: 1.14
Highest occupied orbital energy in eV: -11.1
Molar mass in g/mol: 74.2

Structure (XYZ):
```
19
Properties=species:S:1:pos:R:3:lowdin_charge:R:1
C 1.687 -0.903 -2.735 -0.125
C 0.532 -1.103 -1.716 -0.311
C 0.867 -0.416 -0.397 -0.132
H 2.326 -1.769 -2.921 0.066
H 1.164 -0.626 -3.629 0.049
H 2.339 -0.048 -2.484 0.068
H -0.459 -0.953 -2.181 0.100
H 0.548 -2.205 -1.518 0.101
H 1.237 0.590 -0.588 0.073
H -0.019 -0.344 0.209 0.031
H 1.534 -1.097 0.139 0.083
C -1.718 0.769 3.012 -0.129
C -1.299 1.550 1.692 -0.158
H -2.767 0.830 3.233 0.049
H -1.643 -0.285 2.853 0.037
H -0.974 1.069 3.756 0.065
H -1.155 2.602 1.911 0.048
H -1.986 1.584 0.844 0.059
H -0.342 1.230 1.248 0.025
```

***

B | Density functional theory data (ωB97M-V/def2-TZVPD) for 2 unconnected molecules or ions with the total composition C5H14.

Output
Orbital gap in eV: 12.5
SMILES string: CCC.CC
LUMO energy in eV: 1.09
Highest occupied orbital energy in eV: -11.4
Molar mass in g/mol: 74.2

Structure (XYZ):
```
19
Properties=species:S:1:pos:R:3:lowdin_charge:R:1
C 1.511 0.550 -0.413 -0.127
C 2.391 0.059 0.738 -0.320
C 1.621 -0.698 1.807 -0.134
H 2.138 0.868 -1.252 0.070
H 0.917 1.423 -0.154 0.071
H 0.837 -0.228 -0.751 0.043
H 3.224 -0.510 0.347 0.094
H 2.801 0.948 1.227 0.098
H 0.793 -0.130 2.247 0.070
H 1.176 -1.618 1.427 0.069
H 2.251 -0.876 2.683 0.066
C -2.063 -0.006 -1.586 -0.153
C -3.141 0.061 -0.456 -0.158
H -1.191 -0.257 -0.996 0.020
H -2.151 -0.689 -2.429 0.061
H -1.924 1.015 -1.954 0.062
H -3.023 -0.826 0.161 0.053
H -4.187 0.162 -0.760 0.058
H -2.861 0.908 0.161 0.056
```

***

Relative energy of each structure, in kJ/mol: A 48.0; B 0.0.

***

A | Density functional theory data (ωB97M-V/def2-TZVPD) for 2 unconnected molecules or ions with the total composition C5H14.

Output
Orbital gap in eV: 11.4
SMILES string: CCC.CC
LUMO energy in eV: 1.07
Highest occupied orbital energy in eV: -10.3
Molar mass in g/mol: 74.2

Structure (XYZ):
```
19
Properties=species:S:1:pos:R:3:lowdin_charge:R:1
C -0.369 1.773 -0.324 -0.098
C 0.741 2.058 0.666 -0.384
C 1.941 1.186 0.556 -0.148
H -1.269 1.790 0.308 0.075
H -0.361 2.358 -1.184 0.048
H -0.399 0.633 -0.488 0.070
H 0.562 2.226 1.733 0.090
H 1.087 3.182 0.713 0.127
H 2.738 1.400 1.318 0.089
H 2.154 1.236 -0.531 0.094
H 1.693 0.290 1.054 0.041
C -0.238 -2.182 -0.400 -0.163
C -1.784 -2.357 -0.538 -0.184
H 0.117 -1.291 -0.988 0.051
H -0.079 -1.893 0.700 0.084
H 0.107 -3.130 -0.742 0.039
H -2.208 -1.704 -1.268 0.035
H -2.449 -2.093 0.248 0.034
H -1.985 -3.483 -0.835 0.099
```

***

B | Density functional theory data (ωB97M-V/def2-TZVPD) for 2 unconnected molecules or ions with the total composition C5H14.

Output
Orbital gap in eV: 12.0
SMILES string: CCC.CC
LUMO energy in eV: 1.06
Highest occupied orbital energy in eV: -11.0
Molar mass in g/mol: 74.2

Structure (XYZ):
```
19
Properties=species:S:1:pos:R:3:lowdin_charge:R:1
C -1.523 -0.397 1.811 -0.116
C -0.243 -0.980 1.155 -0.307
C -0.315 -2.450 0.849 -0.136
H -2.013 0.367 1.204 0.061
H -1.204 0.300 2.589 0.057
H -2.210 -1.099 2.276 0.066
H -0.172 -0.373 0.259 0.060
H 0.609 -0.705 1.774 0.101
H 0.430 -2.741 0.107 0.062
H -0.134 -3.060 1.739 0.072
H -1.182 -2.911 0.363 0.072
C 0.985 1.929 -2.604 -0.168
C 1.091 1.774 -1.095 -0.171
H 0.276 1.219 -3.009 0.061
H 0.730 2.952 -2.875 0.063
H 1.872 1.702 -3.184 0.054
H 1.890 2.204 -0.499 0.062
H 1.206 0.742 -0.773 0.040
H 0.158 2.223 -0.756 0.065
```

***

C | Density functional theory data (ωB97M-V/def2-TZVPD) for 2 unconnected molecules or ions with the total composition C5H14.

Output
Orbital gap in eV: 11.7
SMILES string: CCC.CC
LUMO energy in eV: 1.07
Highest occupied orbital energy in eV: -10.6
Molar mass in g/mol: 74.2

Structure (XYZ):
```
19
Properties=species:S:1:pos:R:3:lowdin_charge:R:1
C -0.564 -0.965 -0.676 -0.143
C -1.725 -0.406 -1.447 -0.378
C -1.610 0.870 -2.249 -0.140
H -0.889 -2.061 -0.580 0.097
H -0.398 -0.595 0.351 0.054
H 0.375 -0.873 -1.202 0.063
H -2.034 -1.262 -2.147 0.109
H -2.655 -0.400 -0.836 0.107
H -2.262 0.641 -3.194 0.094
H -2.195 1.699 -1.807 0.060
H -0.553 1.169 -2.531 0.085
C 2.131 -0.415 1.855 -0.191
C 1.643 0.948 2.314 -0.207
H 3.279 -0.565 1.796 0.089
H 1.902 -1.228 2.694 0.104
H 1.680 -0.825 0.993 -0.005
H 2.007 1.918 1.824 0.082
H 1.966 1.171 3.342 0.048
H 0.530 1.022 2.519 0.073
```

***

D | Density functional theory data (ωB97M-V/def2-TZVPD) for 2 unconnected molecules or ions with the total composition C5H14.

Output
Orbital gap in eV: 12.5
SMILES string: CCC.CC
LUMO energy in eV: 1.14
Highest occupied orbital energy in eV: -11.3
Molar mass in g/mol: 74.2

Structure (XYZ):
```
19
Properties=species:S:1:pos:R:3:lowdin_charge:R:1
C 0.162 2.820 1.087 -0.116
C -0.081 1.739 0.007 -0.291
C -1.567 1.292 -0.089 -0.117
H 0.612 2.415 1.987 0.063
H 0.933 3.495 0.713 0.060
H -0.742 3.400 1.222 0.060
H 0.192 2.160 -0.964 0.092
H 0.517 0.843 0.192 0.070
H -2.262 1.907 0.480 0.058
H -1.727 0.272 0.258 0.051
H -1.862 1.348 -1.144 0.066
C 0.332 -2.076 -0.256 -0.183
C 1.122 -3.309 -0.653 -0.180
H -0.596 -2.350 0.241 0.063
H -0.013 -1.506 -1.117 0.063
H 0.936 -1.469 0.409 0.055
H 1.428 -3.914 0.208 0.064
H 0.585 -3.961 -1.350 0.061
H 2.030 -3.105 -1.232 0.062
```

***

Relative energy of each structure, in kJ/mol: A 175.5; B 41.0; C 90.1; D 0.0.

***

A | Density functional theory data (ωB97M-V/def2-TZVPD) for 2 unconnected molecules or ions with the total composition C5H14.

Output
Orbital gap in eV: 12.5
SMILES string: CCC.CC
LUMO energy in eV: 1.13
Highest occupied orbital energy in eV: -11.4
Molar mass in g/mol: 74.2

Structure (XYZ):
```
19
Properties=species:S:1:pos:R:3:lowdin_charge:R:1
C 0.933 -2.864 1.413 -0.147
C 0.467 -1.670 0.620 -0.325
C 0.214 -0.441 1.504 -0.114
H 1.056 -3.737 0.755 0.068
H 0.229 -3.231 2.162 0.070
H 1.924 -2.762 1.860 0.071
H 1.257 -1.450 -0.103 0.098
H -0.450 -1.922 0.086 0.099
H -0.700 -0.664 2.057 0.076
H 1.101 -0.137 2.053 0.074
H -0.011 0.476 0.961 0.026
C -1.115 2.222 -2.346 -0.164
C -0.379 2.414 -1.010 -0.175
H -0.565 2.622 -3.186 0.057
H -1.329 1.168 -2.540 0.060
H -2.111 2.651 -2.220 0.060
H -0.978 2.021 -0.195 0.047
H -0.101 3.448 -0.829 0.060
H 0.560 1.854 -1.042 0.058
```

***

B | Density functional theory data (ωB97M-V/def2-TZVPD) for 2 unconnected molecules or ions with the total composition C5H14.

Output
Orbital gap in eV: 12.2
SMILES string: CCC.CC
LUMO energy in eV: 1.15
Highest occupied orbital energy in eV: -11.1
Molar mass in g/mol: 74.2

Structure (XYZ):
```
19
Properties=species:S:1:pos:R:3:lowdin_charge:R:1
C 0.227 -2.967 -1.271 -0.120
C -0.170 -1.711 -0.516 -0.293
C 0.978 -0.636 -0.544 -0.104
H 1.354 -3.271 -0.997 0.111
H 0.302 -2.914 -2.348 0.058
H -0.353 -3.834 -0.991 0.054
H -1.092 -1.280 -0.956 0.116
H -0.436 -1.809 0.352 -0.011
H 1.860 -1.147 -0.127 0.072
H 1.160 -0.283 -1.556 0.064
H 0.837 0.385 -0.077 0.020
C -0.959 3.101 0.934 -0.159
C -0.279 1.766 1.270 -0.189
H -1.593 3.400 1.721 0.037
H -0.235 3.853 0.784 0.037
H -1.511 3.091 -0.118 0.108
H -0.700 0.708 1.057 0.088
H -0.199 1.811 2.350 0.053
H 0.807 1.735 1.034 0.058
```

***

Relative energy of each structure, in kJ/mol: A 0.0; B 172.2.

***

A | Density functional theory data (ωB97M-V/def2-TZVPD) for 2 unconnected molecules or ions with the total composition C5H14.

Output
Orbital gap in eV: 12.5
SMILES string: CCC.CC
LUMO energy in eV: 1.16
Highest occupied orbital energy in eV: -11.3
Molar mass in g/mol: 74.2

Structure (XYZ):
```
19
Properties=species:S:1:pos:R:3:lowdin_charge:R:1
C -0.803 0.217 -1.442 -0.120
C 0.077 -1.056 -1.401 -0.323
C 1.456 -0.919 -1.995 -0.127
H -1.675 -0.128 -0.886 0.057
H -1.083 0.435 -2.472 0.068
H -0.388 1.098 -0.958 0.062
H 0.124 -1.335 -0.352 0.082
H -0.514 -1.849 -1.861 0.099
H 2.098 -0.324 -1.346 0.067
H 1.967 -1.853 -2.214 0.065
H 1.447 -0.358 -2.933 0.069
C 0.284 0.382 2.424 -0.167
C -0.993 1.070 1.955 -0.170
H 0.967 0.072 1.634 0.050
H 0.813 1.076 3.081 0.063
H 0.104 -0.452 3.103 0.061
H -1.643 0.501 1.302 0.045
H -0.714 2.035 1.524 0.066
H -1.525 1.388 2.837 0.055
```

***

B | Density functional theory data (ωB97M-V/def2-TZVPD) for 2 unconnected molecules or ions with the total composition C5H14.

Output
Orbital gap in eV: 12.2
SMILES string: CCC.CC
LUMO energy in eV: 1.17
Highest occupied orbital energy in eV: -11.0
Molar mass in g/mol: 74.2

Structure (XYZ):
```
19
Properties=species:S:1:pos:R:3:lowdin_charge:R:1
C -1.352 2.029 -0.107 -0.126
C -0.836 1.119 -1.221 -0.336
C -1.446 -0.265 -1.085 -0.134
H -0.885 1.667 0.830 0.062
H -2.383 1.745 0.100 0.071
H -1.111 3.085 -0.138 0.066
H -1.149 1.616 -2.156 0.097
H 0.240 1.122 -1.401 0.090
H -2.465 -0.370 -1.439 0.072
H -0.744 -1.030 -1.441 0.071
H -1.434 -0.573 -0.032 0.059
C 1.703 -0.518 0.966 -0.159
C 1.735 -2.065 1.036 -0.147
H 2.004 0.031 1.864 0.065
H 2.272 -0.126 0.126 0.061
H 0.677 -0.183 0.857 0.020
H 0.693 -2.380 1.079 0.056
H 2.155 -2.482 1.952 0.057
H 2.327 -2.423 0.208 0.056
```

***

Relative energy of each structure, in kJ/mol: A 0.0; B 37.9.

***

A | Density functional theory data (ωB97M-V/def2-TZVPD) for 2 unconnected molecules or ions with the total composition C5H14.

Output
Orbital gap in eV: 12.1
SMILES string: CCC.CC
LUMO energy in eV: 1.09
Highest occupied orbital energy in eV: -11.0
Molar mass in g/mol: 74.2

Structure (XYZ):
```
19
Properties=species:S:1:pos:R:3:lowdin_charge:R:1
C 1.454 -1.834 -0.859 -0.121
C 0.026 -1.373 -1.130 -0.331
C -0.173 -0.542 -2.383 -0.125
H 1.989 -1.074 -0.271 0.066
H 2.053 -1.920 -1.764 0.069
H 1.474 -2.686 -0.187 0.064
H -0.654 -2.218 -1.049 0.095
H -0.328 -0.784 -0.270 0.079
H 0.597 0.210 -2.549 0.072
H -0.255 -1.204 -3.244 0.068
H -1.138 -0.036 -2.347 0.065
C 0.085 1.446 1.942 -0.180
C -1.351 1.952 2.129 -0.165
H 0.824 1.963 2.547 0.059
H 0.131 0.357 2.054 0.059
H 0.392 1.615 0.912 0.052
H -1.989 1.429 1.420 0.055
H -1.439 3.016 1.924 0.060
H -1.699 1.683 3.127 0.061
```

***

B | Density functional theory data (ωB97M-V/def2-TZVPD) for 2 unconnected molecules or ions with the total composition C5H14.

Output
Orbital gap in eV: 12.7
SMILES string: CCC.CC
LUMO energy in eV: 1.09
Highest occupied orbital energy in eV: -11.6
Molar mass in g/mol: 74.2

Structure (XYZ):
```
19
Properties=species:S:1:pos:R:3:lowdin_charge:R:1
C 0.792 1.768 1.804 -0.137
C -0.035 0.547 2.172 -0.316
C -1.298 0.441 1.314 -0.127
H 1.235 1.687 0.809 0.068
H 1.619 1.879 2.516 0.068
H 0.253 2.714 1.839 0.068
H 0.590 -0.329 2.003 0.097
H -0.361 0.644 3.202 0.095
H -2.003 -0.336 1.642 0.070
H -1.843 1.387 1.329 0.069
H -1.067 0.220 0.279 0.049
C 0.382 -1.875 -2.004 -0.192
C 0.153 -0.803 -3.046 -0.171
H 1.295 -1.735 -1.412 0.062
H -0.418 -1.881 -1.258 0.049
H 0.436 -2.937 -2.285 0.064
H 0.265 0.181 -2.579 0.060
H -0.806 -0.917 -3.554 0.064
H 0.949 -0.813 -3.801 0.062
```

***

Relative energy of each structure, in kJ/mol: A 11.0; B 0.0.